# 1
ORCA calculation (ωB97M-V with the def2-TZVPD basis set) on a structure of composition C10H34O7.

As for the gap between HOMO and LUMO: 8.6 eV. The charge is 0. The relative energy (zero: lowest compared OMol25 entry of this formula, charge and spin) is 389.5 kcal per mole. Its highest occupied orbital energy is -8.31 eV. As for the lowest unoccupied orbital energy: 0.32 eV.

```
51
Properties=species:S:1:pos:R:3:forces:R:3:nbo_charge:R:1
O -19.506 24.468 -7.739 -0.28 1.08 -0.25 -0.723
O -18.069 23.466 -3.673 5.44 3.37 3.87 -0.774
O -18.880 21.583 -1.070 2.27 0.31 5.33 -0.798
O -21.534 19.220 -2.588 -0.08 -1.25 0.68 -0.726
O -21.971 25.275 -3.110 -0.15 -0.20 0.33 -0.731
O -18.290 20.764 -4.609 4.12 -3.69 -6.74 -0.724
O -19.244 21.708 -3.146 -2.35 -3.05 0.02 -1.003
C -21.202 19.750 -3.840 0.02 0.50 0.46 -0.276
C -19.270 23.347 -6.929 -0.12 0.25 -0.24 -0.072
C -17.654 23.642 -2.381 3.46 2.48 2.88 -0.321
C -17.377 21.317 -5.598 0.78 -0.58 0.72 -0.101
C -16.170 21.712 -4.813 1.78 -0.50 -0.04 -0.643
C -20.075 20.983 -0.734 -0.14 0.66 0.46 -0.064
C -20.803 24.802 -2.418 0.93 1.36 -1.86 -0.080
C -20.297 23.520 -3.010 -3.86 1.38 1.05 -0.696
C -21.175 21.654 -1.522 -2.07 -2.18 1.16 -0.672
C -18.684 23.770 -5.582 -2.43 0.36 -3.64 -0.648
H -21.391 22.710 -1.362 0.34 -0.55 0.92 0.196
H -16.664 23.212 -2.231 0.24 -0.56 0.06 0.166
H -18.758 21.399 -2.004 0.30 -0.45 -0.31 0.470
H -17.596 23.838 -5.616 -0.15 0.65 -0.96 0.153
H -21.154 22.847 -2.991 0.24 1.28 -1.22 0.219
H -17.781 22.226 -6.044 0.07 -1.78 0.07 0.233
H -18.947 23.098 -4.765 -0.39 -0.45 -3.91 0.261
H -17.426 24.707 -2.326 -0.33 0.34 0.81 0.176
H -22.232 26.059 -2.621 -0.29 0.15 -0.22 0.457
H -17.378 23.846 -4.221 -0.07 -0.07 0.34 0.536
H -19.671 22.973 -2.305 -1.52 2.42 0.17 0.293
H -19.958 19.929 -0.985 -0.76 -0.24 0.28 0.167
H -20.964 24.866 -1.342 0.06 -0.68 0.13 0.165
H -18.246 23.281 -1.540 -0.14 0.17 -0.69 0.286
H -19.878 23.461 -4.014 -2.26 1.61 1.41 0.194
H -20.077 24.231 -8.473 0.00 -0.05 -0.01 0.469
H -18.216 19.812 -4.512 0.53 -0.36 -0.44 0.502
H -18.698 22.451 -3.404 0.07 -1.76 -0.58 0.497
H -15.724 20.858 -4.305 -0.26 -0.22 0.23 0.219
H -20.190 22.788 -6.760 -0.23 -0.03 0.18 0.167
H -20.356 20.425 -3.712 -0.78 -1.36 -0.15 0.188
H -16.348 22.468 -4.049 0.41 -0.45 -0.50 0.208
H -17.091 20.568 -6.336 -0.32 0.03 -0.14 0.186
H -20.976 18.917 -4.506 -0.35 0.42 -0.75 0.164
H -19.131 21.070 -3.851 -0.76 0.96 0.74 0.469
H -19.170 24.662 -5.189 0.29 0.46 -0.77 0.255
H -22.423 18.865 -2.666 0.00 -0.10 0.16 0.464
H -20.013 25.511 -2.667 0.32 0.69 0.45 0.137
H -22.083 21.105 -1.272 -0.32 0.07 -0.03 0.203
H -20.219 21.134 0.336 -0.10 -0.35 0.17 0.164
H -20.921 21.473 -2.567 -1.10 -0.01 1.49 0.235
H -18.624 22.702 -7.525 0.25 -0.35 0.29 0.153
H -15.365 21.977 -5.498 0.02 0.61 -0.07 0.216
H -21.986 20.481 -4.038 -0.29 -0.36 -1.34 0.183
```
Positions in Å, forces in eV/Å.

***

# 2
ORCA calculation (ωB97M-V with the def2-TZVPD basis set) on a structure of composition C45H39IN5O3PtS4.

As for the gap between HOMO and LUMO (alpha / beta): 5.1 / 6.4 eV. The charge is +1. The relative energy (zero: lowest compared OMol25 entry of this formula, charge and spin) is 0.0 kcal per mole. Its highest occupied orbital energy (alpha / beta) is -8.22 / -10.35 eV. As for the spin multiplicity: 3. As for the lowest unoccupied orbital energy (alpha / beta): -3.13 / -3.93 eV.

```
98
Properties=species:S:1:pos:R:3:forces:R:3:lowdin_spin:R:1
Pt -0.269 -1.662 1.110 -0.36 0.15 3.25 0.826
I 1.755 -1.671 3.063 0.36 0.11 0.23 0.091
S -0.107 1.622 -1.720 -0.64 -4.07 -0.56 0.001
S -2.065 -1.575 2.474 0.82 -0.01 -0.02 0.346
S -2.230 -0.349 -0.986 1.46 -2.82 0.46 0.030
S 1.758 -0.601 -1.230 -0.09 -2.08 0.41 0.046
O 1.190 -1.970 8.245 -1.17 -1.23 -0.32 0.001
O 4.444 0.520 5.057 0.34 0.56 0.35 0.037
O 0.265 -4.037 8.352 -1.06 0.89 -0.46 0.000
N 1.161 -1.346 -0.125 0.88 0.43 -0.86 0.074
N -1.512 -1.501 -0.357 -3.26 1.36 -3.21 0.086
N 1.146 0.652 -2.086 -1.59 1.97 0.39 0.010
N -1.469 1.022 -1.158 2.54 3.03 -0.93 -0.001
N 2.218 0.732 5.662 -0.86 0.27 -1.30 0.002
C 0.032 2.655 0.799 -1.22 -0.21 0.44 -0.001
C 1.184 4.717 1.373 -0.34 -0.55 0.42 0.000
C -1.304 3.706 -5.632 0.12 0.08 -0.86 0.000
C 0.309 2.797 -0.571 1.81 2.66 1.81 0.000
C -6.169 1.019 0.785 -1.68 -1.86 0.42 0.000
C -5.331 1.933 0.252 -0.15 1.83 0.93 0.000
C 4.305 -1.351 -0.430 -2.90 -0.30 -0.64 0.001
C 5.056 1.260 0.121 0.17 0.62 0.06 0.000
C -0.929 -3.504 5.785 1.01 -0.56 0.06 0.001
C 2.497 -1.108 -3.756 0.57 -0.83 -1.60 0.002
C 3.003 -1.410 5.002 1.62 -0.10 0.50 0.278
C -1.200 -0.847 4.990 -0.53 0.49 0.53 0.012
C -2.557 -2.315 -4.522 -0.27 0.88 -0.47 0.000
C -5.777 -0.324 0.811 0.25 -0.81 -0.24 0.000
C -0.494 -2.462 6.627 -0.90 -0.65 0.16 0.005
C 5.883 0.222 0.480 -0.15 -0.74 0.10 0.001
C -2.796 -0.899 -2.588 -0.49 0.78 0.47 0.013
C 1.104 3.926 -0.933 -1.01 -0.05 0.10 0.000
C -1.482 -3.190 4.553 0.01 -1.54 -0.80 0.016
C 3.831 1.065 -0.531 0.31 -1.85 0.90 0.002
C -1.520 -1.890 4.135 -0.60 0.61 -0.50 0.047
C -1.153 3.663 -3.215 0.24 0.57 0.65 0.000
C -1.525 4.269 -4.401 -0.87 0.57 0.63 0.000
C -3.714 0.320 -0.266 -0.20 -3.01 0.26 0.000
C 5.476 -1.097 0.191 2.18 -0.09 0.64 0.000
C 2.900 -1.910 -4.819 0.06 -0.09 -1.13 0.001
C 2.117 -1.673 -2.598 -0.54 -1.02 0.67 0.011
C 0.396 3.609 1.765 0.73 -0.29 -0.53 0.000
C -3.651 -1.646 -5.130 0.18 -0.50 0.96 0.002
C -0.570 2.517 -5.653 -0.32 -0.89 -1.63 0.000
C -2.126 -1.877 -3.272 1.28 -1.69 -0.06 0.002
C 3.407 -0.272 -0.711 1.76 2.13 -0.37 0.005
C 3.034 -3.289 -4.712 -0.30 0.60 0.83 0.000
C -3.942 -0.328 -3.098 0.49 -0.26 -1.24 0.004
C -0.150 1.890 -4.500 -0.07 -0.25 0.71 0.000
C 1.415 4.909 0.021 1.15 0.21 -1.71 0.000
C -0.821 -1.133 6.297 1.50 0.03 0.37 0.001
C 2.136 -3.070 -2.468 -0.21 0.45 1.50 0.000
C -4.608 -0.686 0.142 -0.38 0.34 0.40 0.000
C -4.381 -0.742 -4.359 -0.56 0.79 -0.19 0.001
C 0.363 -2.764 7.839 0.86 0.53 0.04 0.001
C -0.451 2.480 -3.279 0.31 -0.42 0.59 0.001
C 2.676 -3.834 -3.463 0.37 -0.31 -1.60 0.000
C -4.038 1.602 -0.095 0.81 3.03 -0.86 0.000
C 3.348 0.075 5.269 -0.76 -2.71 -0.92 0.025
H 0.098 3.383 2.804 0.44 0.40 -0.67 0.000
H -4.399 -1.723 -0.071 0.22 -0.17 0.29 0.000
H -0.411 1.943 -6.594 -0.05 0.80 0.66 0.000
H 3.371 -3.936 -5.533 -0.13 0.50 0.46 0.000
H 1.452 0.307 5.051 0.86 1.24 1.43 0.002
H -3.962 -1.812 -6.155 0.04 -0.37 0.14 0.000
H -2.107 5.170 -4.300 0.01 0.28 -0.20 0.000
H 0.327 0.918 -4.503 0.12 0.08 -0.19 0.000
H 3.057 -1.406 -5.770 0.27 -0.18 0.10 0.000
H -0.652 -4.576 5.958 -0.42 1.16 0.11 0.000
H 2.843 -4.885 -3.371 -0.31 -0.56 0.46 0.000
H 6.154 -1.937 0.454 -0.62 0.67 -0.22 0.000
H -0.573 1.809 1.156 0.32 0.25 -0.35 -0.001
H 1.951 5.813 -0.408 -0.57 -1.21 1.01 0.000
H -1.756 -3.966 3.793 0.29 0.58 1.07 0.003
H -4.341 0.545 -2.638 -0.76 0.18 0.41 0.000
H 5.380 2.254 0.410 -0.19 0.09 -0.28 0.000
H 1.702 5.381 2.075 -0.78 -0.15 -0.07 0.000
H -3.299 2.394 -0.318 -0.58 -0.51 0.00 0.000
H -1.722 4.223 -6.542 0.73 -0.89 0.99 0.000
H -5.319 -0.278 -4.730 0.89 -0.36 -0.02 0.000
H -6.356 -1.119 1.315 0.11 0.65 -0.57 0.000
H -0.549 -0.373 7.060 -0.24 -0.36 -0.88 0.000
H 1.768 -3.534 -1.545 0.25 0.25 -0.28 0.000
H -7.198 1.272 1.109 0.90 0.03 -0.04 0.000
H -5.695 2.955 0.316 0.52 0.10 -0.34 0.000
H 1.416 4.100 -1.963 -0.19 -0.14 0.21 0.000
H -1.238 -2.378 -2.838 -0.70 0.48 -0.05 0.000
H 3.954 -1.933 4.776 -0.79 0.14 0.06 0.007
H -1.351 4.185 -2.268 -0.02 -0.46 -0.43 0.000
H -0.626 -4.372 8.088 1.00 0.11 0.29 0.000
H -1.991 -3.124 -5.003 -0.39 0.53 0.00 0.000
H -1.305 0.170 4.601 0.03 -0.22 0.41 0.003
H 6.825 0.415 1.010 -0.51 -0.13 -0.30 0.000
H 2.481 -0.073 -3.900 0.00 1.41 -0.11 0.000
H 3.957 -2.387 -0.642 0.45 0.91 0.25 0.000
H 2.430 -1.905 5.802 0.15 0.35 -0.40 0.005
H 2.401 1.721 5.521 -0.66 0.13 0.13 0.000
H 3.215 1.913 -0.740 -0.42 0.23 -0.26 0.000
```
Positions in Å, forces in eV/Å.

***

# 3
ORCA calculation (ωB97M-V with the def2-TZVPD basis set) on a structure of composition C34H32BiClF6N3O2Te.

As for the gap between HOMO and LUMO: 6.9 eV. The charge is -1. The relative energy (zero: lowest compared OMol25 entry of this formula, charge and spin) is 74.5 kcal per mole. Its highest occupied orbital energy is -5.12 eV. As for the lowest unoccupied orbital energy: 1.81 eV.

```
80
Properties=species:S:1:pos:R:3:forces:R:3:lowdin_charge:R:1
Bi -0.529 -0.079 0.317 0.02 -0.48 0.11 1.876
Te -1.374 1.979 -1.984 -3.51 1.48 -4.74 1.873
Cl 3.995 5.558 1.566 0.11 0.20 0.13 0.632
F -0.663 0.234 -2.614 0.04 0.83 1.11 -0.449
F -5.804 -3.661 0.459 0.15 0.19 0.01 0.031
F -0.806 3.841 -2.535 0.29 -1.32 0.96 -0.419
F -2.941 0.797 -2.256 0.94 0.50 0.62 -0.435
F -2.941 3.170 -1.796 1.04 -0.69 0.11 -0.433
F -1.586 2.074 -3.926 0.41 -0.08 1.32 -0.402
O -1.601 1.751 -0.149 0.43 -0.38 -0.03 -0.721
O 0.648 1.960 -1.601 -0.63 -0.68 -0.38 -0.287
N -0.401 -0.022 2.536 -0.14 0.38 -0.41 -0.145
N 2.424 -0.012 -0.101 -0.46 0.88 -0.03 0.067
N 1.149 -1.874 -1.619 -0.26 0.44 -0.21 0.089
C -0.226 1.220 3.282 0.20 0.40 0.38 -0.622
C 3.425 3.238 0.323 -0.20 -0.07 -0.03 -0.075
C -4.693 -2.875 0.414 0.11 -0.02 -0.03 -0.276
C -0.591 -3.016 6.495 0.04 0.04 -0.07 -0.057
C 1.310 2.752 -0.786 0.76 0.63 0.55 -0.354
C -0.366 -1.255 3.126 0.10 -0.27 0.22 -0.299
C 4.103 -3.086 1.010 0.00 -0.42 -0.08 -0.078
C 1.038 1.163 4.161 -0.26 -0.07 -0.03 -0.035
C -2.394 -2.612 -0.117 -0.03 0.13 0.09 -0.139
C 2.105 -2.292 -0.774 0.46 -0.63 0.19 -0.193
C 0.539 -2.742 -2.375 0.00 0.02 -0.10 -0.136
C -0.524 -1.520 4.498 -0.09 0.07 0.13 -0.009
C 2.443 -3.662 -0.630 -0.09 0.37 -0.05 -0.181
C -0.492 -2.807 5.009 -0.02 -0.09 -0.01 -0.280
C 1.743 -4.581 -1.441 -0.10 0.04 -0.20 -0.029
C 3.441 -4.041 0.288 0.20 0.03 0.15 -0.052
C 2.952 4.479 0.693 -0.07 -0.12 -0.06 -0.682
C 0.022 2.365 2.298 -0.17 -0.33 0.29 -0.085
C 0.845 3.991 -0.332 -0.07 0.10 -0.01 -0.029
C 2.822 -1.314 -0.023 0.73 -0.72 0.31 -0.235
C -3.617 -0.790 0.820 0.03 -0.09 0.02 -0.107
C 2.598 2.342 -0.350 -0.45 0.64 -0.20 -0.139
C -0.356 -3.893 4.157 0.01 0.01 0.05 -0.038
C -3.527 -3.409 -0.101 -0.15 -0.10 0.00 -0.019
C 3.102 0.978 -0.483 0.41 -0.47 -0.06 -0.066
C -2.419 -1.311 0.364 0.13 0.13 -0.13 -0.339
C 3.804 -1.729 0.855 -0.22 0.41 -0.26 -0.012
C -1.482 1.594 4.089 0.25 -0.14 -0.08 -0.029
C -4.760 -1.573 0.869 -0.17 -0.14 -0.01 -0.010
C -0.098 -4.828 1.837 -0.03 0.06 0.05 -0.031
C -0.146 -2.384 2.319 -0.08 -0.06 0.14 -0.051
C 0.818 -4.121 -2.339 0.18 -0.27 0.24 -0.045
C -0.195 -3.679 2.796 0.08 0.02 -0.09 -0.264
C 1.647 4.843 0.398 0.11 -0.14 0.02 -0.093
H -1.471 -3.014 -0.509 0.11 -0.20 -0.07 0.075
H 0.673 -4.651 1.091 0.04 -0.02 -0.06 0.052
H 0.170 3.300 2.835 0.04 0.05 0.05 0.098
H 0.122 -5.757 2.358 0.02 -0.10 0.02 0.075
H -0.210 -2.341 -3.042 -0.16 0.06 -0.09 0.113
H 0.917 2.167 1.716 0.20 -0.01 -0.09 0.062
H -0.752 -4.066 6.730 -0.04 -0.06 0.06 0.067
H -1.049 -4.939 1.315 -0.05 -0.09 -0.08 0.075
H 0.333 -2.699 6.982 0.03 0.00 0.07 0.078
H -3.515 -4.420 -0.480 -0.03 -0.09 0.00 0.111
H -1.405 -2.432 6.922 -0.07 0.02 0.06 0.075
H 1.891 0.922 3.530 0.12 -0.02 -0.07 0.084
H 0.296 -4.799 -2.996 -0.10 -0.05 -0.05 0.102
H -2.327 1.684 3.412 -0.13 0.05 -0.11 0.083
H 4.136 0.866 -0.836 0.02 -0.11 -0.02 0.142
H 3.678 -5.088 0.397 0.05 -0.14 0.05 0.108
H 1.259 5.791 0.736 -0.01 0.10 0.02 0.109
H -0.169 4.279 -0.558 0.03 0.12 -0.07 0.105
H 1.959 -5.638 -1.343 0.02 -0.02 -0.05 0.116
H 4.329 -0.987 1.440 -0.01 0.05 0.04 0.111
H 4.426 2.934 0.594 0.09 0.00 0.06 0.109
H -3.660 0.243 1.128 -0.11 0.18 0.12 0.098
H -5.691 -1.184 1.248 -0.17 0.04 0.02 0.112
H 1.208 2.136 4.614 0.04 0.14 0.10 0.080
H -0.689 -0.723 5.202 0.01 0.09 0.01 0.086
H 0.980 0.420 4.947 0.05 -0.06 0.12 0.059
H 0.069 -2.245 1.270 0.15 -0.25 -0.17 0.033
H -1.735 0.852 4.837 -0.08 -0.08 0.12 0.058
H -0.359 -4.900 4.550 -0.02 -0.11 0.05 0.104
H -1.331 2.547 4.590 -0.01 0.16 0.08 0.080
H 4.878 -3.377 1.705 0.03 -0.03 0.07 0.102
H -0.819 2.489 1.627 -0.07 0.16 -0.05 0.050
```
Positions in Å, forces in eV/Å.

***

> Which of these has the lowest charge?

C34H32BiClF6N3O2Te

***

> Which value of relative energy (zero: lowest compared OMol25 entry of this formula, charge and spin) does entry 1 give?

389.5 kcal per mole

***

> Which value of charge does entry 2 give?

+1

***

> What is the relative energy (zero: lowest compared OMol25 entry of this formula, charge and spin) in the third record?

74.5 kcal per mole